Here is the molecule C4H7NO from the Open Molecules 2025 dataset. Energies are from the ωB97M-V functional and the def2-TZVPD basis.

Values from the calculation:
Molecular weight: 85.106 g/mol
E: -286.555965 hartree
F_max: 0.62 eV Å⁻¹
SMILES string: O=CC[C@H]1CN1
HOMO-LUMO gap: 10.81 eV
Relative energy (zero: lowest compared OMol25 entry of this formula, charge and spin): 47.5 kcal/mol

Structure (ORCA input):
```
! wB97M-V def2-TZVPD RIJCOSX def2/J DEFGRID3
* xyz 0 1
O 1.414 1.865 0.764
C 1.755 0.947 0.055
C 1.003 -0.357 -0.077
C -0.407 -0.268 0.445
C -1.503 0.192 -0.433
N -1.340 -1.230 -0.129
H 2.677 1.024 -0.559
H 1.561 -1.150 0.448
H 0.988 -0.675 -1.129
H -0.502 -0.022 1.502
H -1.290 0.472 -1.464
H -2.331 0.733 0.018
H -2.023 -1.530 0.559
*
```

Here is a structure of composition C4H7NO in a non-equilibrium geometry from the Open Molecules 2025 dataset. Energies are from the ωB97M-V functional and the def2-TZVPD basis.

Values from the calculation:
Molecular weight: 85.106 g/mol
E: -286.453349 hartree
F_max: 2.59 eV Å⁻¹
HOMO-LUMO gap: 8.81 eV
Relative energy (zero: lowest compared OMol25 entry of this formula, charge and spin): 111.9 kcal/mol

Structure (ORCA input):
```
! wB97M-V def2-TZVPD RIJCOSX def2/J DEFGRID3
* xyz 0 1
C 1.823 -0.276 0.532
C 0.781 0.611 -0.086
O 0.892 1.829 -0.112
C -0.272 -0.001 -0.914
C -1.742 -0.441 -0.016
N -1.544 0.610 -1.012
H 2.575 -0.535 -0.219
H 1.402 -1.217 0.897
H 2.315 0.264 1.343
H -0.666 -1.196 -0.498
H -1.698 -0.140 1.025
H -2.551 -1.136 -0.256
H -1.483 1.507 -0.523
*
```

Here is the molecule C4H7NO from the Open Molecules 2025 dataset. Energies are from the ωB97M-V functional and the def2-TZVPD basis.

Values from the calculation:
Molecular weight: 85.106 g/mol
E: -286.474016 hartree
F_max: 0.29 eV Å⁻¹
HOMO-LUMO gap (alpha / beta): 8.49 / 8.49 eV
Relative energy (zero: lowest compared OMol25 entry of this formula, charge and spin): 98.9 kcal/mol

Structure (ORCA input):
```
! wB97M-V def2-TZVPD RIJCOSX def2/J DEFGRID3
* xyz 0 1
C 0.250 -0.223 1.087
C 0.895 0.899 0.294
O -0.072 1.592 -0.431
C -0.751 0.791 -1.203
N -0.294 -0.477 -1.262
C -0.320 -1.200 0.046
H 0.981 -0.680 1.761
H -0.571 0.181 1.704
H 1.504 1.616 0.835
H 0.805 -0.155 -1.082
H -1.399 1.272 -1.928
H 0.312 -2.084 -0.082
H -1.339 -1.531 0.262
*
```

Here is a structure of composition C4H7NO from the Open Molecules 2025 dataset. Energies are from the ωB97M-V functional and the def2-TZVPD basis.

Values from the calculation:
Molecular weight: 85.106 g/mol
E: -286.488109 hartree
F_max: 0.76 eV Å⁻¹
HOMO-LUMO gap: 9.21 eV
Relative energy (zero: lowest compared OMol25 entry of this formula, charge and spin): 90.1 kcal/mol

Structure (ORCA input):
```
! wB97M-V def2-TZVPD RIJCOSX def2/J DEFGRID3
* xyz 0 1
C -1.527 -0.359 0.434
C -0.358 -0.179 -0.492
C 0.617 0.954 -0.244
C 1.754 0.059 0.207
O 2.847 0.340 0.651
N 1.277 -1.216 0.116
H -2.128 -1.243 0.202
H -1.194 -0.413 1.472
H -2.175 0.522 0.326
H -0.625 -0.312 -1.550
H 0.860 1.541 -1.130
H 0.276 1.613 0.557
H 0.375 -1.309 -0.548
*
```

Here is the molecule C4H7NO from the Open Molecules 2025 dataset. Energies are from the ωB97M-V functional and the def2-TZVPD basis.

Values from the calculation:
Molecular weight: 85.106 g/mol
E: -286.569941 hartree
F_max: 0.62 eV Å⁻¹
SMILES string: C[C@H]1NCC1=O
HOMO-LUMO gap: 10.34 eV
Relative energy (zero: lowest compared OMol25 entry of this formula, charge and spin): 38.7 kcal/mol

Structure (ORCA input):
```
! wB97M-V def2-TZVPD RIJCOSX def2/J DEFGRID3
* xyz 0 1
C -1.765 -0.137 -0.130
C -0.345 -0.146 0.405
N 0.650 -0.924 -0.361
C 1.683 0.121 -0.265
C 0.555 1.068 0.149
O 0.402 2.255 0.186
H -2.339 -0.989 0.247
H -1.745 -0.189 -1.222
H -2.274 0.784 0.173
H -0.341 -0.351 1.491
H 0.889 -1.845 -0.018
H 2.207 0.347 -1.199
H 2.423 0.006 0.545
*
```

Here is the molecule C4H7NO in a non-equilibrium geometry from the Open Molecules 2025 dataset. Energies are from the ωB97M-V functional and the def2-TZVPD basis.

Values from the calculation:
Molecular weight: 85.106 g/mol
E: -286.552773 hartree
F_max: 1.18 eV Å⁻¹
SMILES string: CC(=O)N1CC1
HOMO-LUMO gap: 10.56 eV
Relative energy (zero: lowest compared OMol25 entry of this formula, charge and spin): 49.5 kcal/mol

Structure (ORCA input):
```
! wB97M-V def2-TZVPD RIJCOSX def2/J DEFGRID3
* xyz 0 1
C -0.218 1.167 1.485
C -0.833 0.013 0.730
O -1.779 -0.652 1.094
N -0.260 -0.154 -0.492
C 1.034 -0.185 -1.045
C -0.128 -1.232 -1.369
H -0.988 1.615 2.111
H 0.600 0.810 2.117
H 0.186 1.913 0.792
H 1.914 -0.638 -0.598
H 1.272 0.759 -1.563
H -0.260 -2.222 -0.893
H -0.541 -1.194 -2.370
*
```

Here is the molecule C4H7NO from the Open Molecules 2025 dataset. Energies are from the ωB97M-V functional and the def2-TZVPD basis.

Values from the calculation:
Molecular weight: 85.106 g/mol
E: -286.556811 hartree
F_max: 0.37 eV Å⁻¹
SMILES string: O=C[C@@H]1CCN1
HOMO-LUMO gap: 10.12 eV
Relative energy (zero: lowest compared OMol25 entry of this formula, charge and spin): 47.0 kcal/mol

Structure (ORCA input):
```
! wB97M-V def2-TZVPD RIJCOSX def2/J DEFGRID3
* xyz 0 1
O -1.934 -2.054 -0.158
C -1.229 -1.169 0.255
C -0.560 -0.131 -0.614
C 0.982 -0.229 -0.545
C 0.916 0.938 0.460
N -0.463 1.201 0.009
H -1.013 -1.073 1.345
H -1.014 -0.143 -1.614
H 1.449 0.050 -1.490
H 1.409 -1.174 -0.189
H 1.003 0.586 1.497
H 1.597 1.782 0.315
H -1.143 1.415 0.729
*
```

Here is a structure of composition C4H7NO in a non-equilibrium geometry from the Open Molecules 2025 dataset. Energies are from the ωB97M-V functional and the def2-TZVPD basis.

Values from the calculation:
Molecular weight: 85.106 g/mol
E: -286.512462 hartree
F_max: 1.73 eV Å⁻¹
HOMO-LUMO gap: 9.90 eV
Relative energy (zero: lowest compared OMol25 entry of this formula, charge and spin): 74.8 kcal/mol

Structure (ORCA input):
```
! wB97M-V def2-TZVPD RIJCOSX def2/J DEFGRID3
* xyz 0 1
C 1.761 0.153 0.231
C 0.281 0.293 0.039
O -0.487 1.051 0.927
C -0.775 -0.635 -0.332
C -1.678 0.140 0.599
N -0.455 0.322 -1.371
H 2.299 1.096 0.292
H 2.193 -0.394 -0.600
H 2.000 -0.407 1.132
H -0.728 -1.699 -0.486
H -1.970 -0.346 1.527
H -2.555 0.596 0.107
H 0.175 -0.097 -2.056
*
```

Here is the molecule C4H7NO in a non-equilibrium geometry from the Open Molecules 2025 dataset. Energies are from the ωB97M-V functional and the def2-TZVPD basis.

Values from the calculation:
Molecular weight: 85.106 g/mol
E: -286.590491 hartree
F_max: 2.43 eV Å⁻¹
SMILES string: C=C(C)NC=O
HOMO-LUMO gap: 9.84 eV
Relative energy (zero: lowest compared OMol25 entry of this formula, charge and spin): 25.8 kcal/mol

Structure (ORCA input):
```
! wB97M-V def2-TZVPD RIJCOSX def2/J DEFGRID3
* xyz 0 1
C -0.280 0.023 1.749
C 0.155 0.050 0.466
C 0.814 1.235 -0.148
N -0.023 -1.085 -0.331
C -0.752 -0.931 -1.524
O -0.779 0.014 -2.261
H -0.682 -0.873 2.188
H -0.052 0.824 2.418
H 0.229 1.593 -1.001
H 1.811 0.954 -0.511
H 0.918 2.045 0.585
H -0.204 -1.935 0.183
H -1.155 -1.916 -1.814
*
```

Here is the molecule C4H7NO in a non-equilibrium geometry from the Open Molecules 2025 dataset. Energies are from the ωB97M-V functional and the def2-TZVPD basis.

Values from the calculation:
Molecular weight: 85.106 g/mol
E: -286.576931 hartree
F_max: 3.06 eV Å⁻¹
SMILES string: NC(=O)C1CC1
HOMO-LUMO gap: 10.77 eV
Relative energy (zero: lowest compared OMol25 entry of this formula, charge and spin): 34.3 kcal/mol

Structure (ORCA input):
```
! wB97M-V def2-TZVPD RIJCOSX def2/J DEFGRID3
* xyz 0 1
N 2.349 -0.609 -0.017
C 1.322 0.288 -0.011
O 1.565 1.480 0.030
C -0.111 -0.246 0.030
C -1.171 0.626 0.769
C -1.092 0.610 -0.740
H 2.100 -1.611 -0.234
H 3.405 -0.363 0.031
H -0.313 -1.325 0.173
H -0.687 1.608 1.040
H -2.072 0.084 1.123
H -1.727 -0.053 -1.358
H -0.767 1.529 -1.206
*
```

Here is the molecule C4H7NO in a non-equilibrium geometry from the Open Molecules 2025 dataset. Energies are from the ωB97M-V functional and the def2-TZVPD basis.

Values from the calculation:
Molecular weight: 85.106 g/mol
E: -286.492249 hartree
F_max: 2.95 eV Å⁻¹
SMILES string: [H]/N=C1/CCCO1
HOMO-LUMO gap: 9.74 eV
Relative energy (zero: lowest compared OMol25 entry of this formula, charge and spin): 87.5 kcal/mol

Structure (ORCA input):
```
! wB97M-V def2-TZVPD RIJCOSX def2/J DEFGRID3
* xyz 0 1
H -1.622 0.656 -2.474
N -1.914 0.595 -1.496
C -0.970 0.137 -0.781
C -1.053 -0.046 0.681
C 0.801 0.206 0.994
C 1.166 -0.538 -0.271
O 0.278 -0.108 -1.285
H -1.772 0.640 1.128
H -0.437 -0.615 1.375
H 1.338 -0.244 1.867
H 0.941 1.272 0.999
H 1.062 -1.628 -0.131
H 2.182 -0.327 -0.608
*
```

Here is the molecule C4H7NO in a non-equilibrium geometry from the Open Molecules 2025 dataset. Energies are from the ωB97M-V functional and the def2-TZVPD basis.

Values from the calculation:
Molecular weight: 85.106 g/mol
E: -286.573466 hartree
F_max: 1.08 eV Å⁻¹
SMILES string: CCOCC#N
HOMO-LUMO gap: 11.68 eV
Relative energy (zero: lowest compared OMol25 entry of this formula, charge and spin): 36.5 kcal/mol

Structure (ORCA input):
```
! wB97M-V def2-TZVPD RIJCOSX def2/J DEFGRID3
* xyz 0 1
C 1.565 -0.559 -0.339
C 0.810 0.669 0.140
O -0.217 0.340 1.070
C -1.306 -0.325 0.503
C -2.211 0.576 -0.244
N -2.924 1.262 -0.842
H 0.891 -1.323 -0.738
H 2.248 -0.290 -1.149
H 2.131 -1.004 0.483
H 0.398 1.229 -0.710
H 1.477 1.335 0.691
H -1.868 -0.787 1.318
H -0.996 -1.123 -0.184
*
```

- Which formula does entry 8 have?
  C4H7NO

- Among the records above, which one has the lowest relative energy (zero: lowest compared OMol25 entry of this formula, charge and spin)?
  number 9

- What is the formula in the third record?
  C4H7NO